1.
The following is a quantum chemistry calculation of a cluster of 10 separate species, C44H94N2O16S8 in total at a distorted geometry, from the Open Molecules 2025 dataset.

Results
orbital gap: 8.755 eV
ΔE to the lowest compared entry with this formula, charge and spin: 0.00 kJ/mol
electronic energy: -6231.5616 Ha

Last column: Mulliken charge in e.
Element x y z (Å)
O  1.7753  5.2159  4.3686  -0.6687
S  0.7610  6.1051  3.8586  1.1738
O  1.1912  7.3686  3.3355  -0.6922
C  -0.3288  5.2748  2.7191  -0.2138
C  -1.4961  4.6882  3.4847  0.5837
C  -1.5135  5.1800  4.9556  -0.5238
C  -0.5024  6.3170  5.0948  -0.9909
H  0.2051  4.6894  1.9698  -0.0043
H  -0.7320  6.0635  2.0707  0.4367
H  -2.4720  4.8710  3.0384  0.4405
H  -1.4521  3.5974  3.5353  -0.9252
H  -1.2448  4.3851  5.6542  0.1602
H  -2.4896  5.5395  5.2736  0.3715
H  -0.2241  6.6668  6.0804  0.5036
H  -1.0076  7.1642  4.5964  0.3506
O  2.1138  4.8796  -0.2563  -0.6584
S  3.3291  4.8071  0.5213  1.5325
O  3.5202  3.7340  1.4595  -0.7204
C  4.7639  4.9403  -0.5310  -0.5145
C  5.0835  6.4235  -0.6860  -0.6140
C  4.8508  6.9649  0.7064  -0.8563
C  3.5195  6.4567  1.2262  -0.6063
H  4.7093  4.3171  -1.4177  -0.0107
H  5.6006  4.5756  0.0740  0.4002
H  6.1295  6.5743  -0.9457  0.3640
H  4.4480  6.8640  -1.4549  0.3012
H  4.9429  8.0525  0.7337  0.3857
H  5.6268  6.6373  1.4064  0.3198
H  2.6939  7.0093  0.7778  0.3744
H  3.3876  6.4810  2.3031  0.3044
O  -1.0355  6.8254  -4.9534  -0.6386
S  -0.8651  6.1213  -6.1876  1.1382
O  -0.3620  6.8385  -7.3234  -0.6668
C  0.1284  4.6548  -5.9373  -0.8211
C  -0.8514  3.6061  -5.4836  -0.0916
C  -2.0949  3.7582  -6.4180  -0.7844
C  -2.3742  5.2397  -6.6253  -0.6818
H  1.0454  4.9197  -5.4155  0.4686
H  0.4850  4.3979  -6.9418  0.3157
H  -0.4932  2.5923  -5.6559  0.2077
H  -1.2004  3.7478  -4.4614  0.1342
H  -2.9007  3.2581  -5.8805  0.3283
H  -1.9115  3.2052  -7.3367  0.3514
H  -3.1653  5.6592  -6.0086  0.3792
H  -2.5772  5.4554  -7.6713  0.3597
O  0.6444  -0.7317  -4.6421  -0.4912
S  0.1209  -1.9826  -5.1034  1.1397
O  0.8773  -3.2126  -5.0970  -0.7376
C  -1.5627  -2.2993  -4.4385  -0.5947
C  -2.4663  -2.1873  -5.6548  -0.6801
C  -1.8241  -1.1892  -6.6440  -0.3912
C  -0.4251  -1.7596  -6.8353  -0.8658
H  -1.6496  -1.5502  -3.6476  0.2319
H  -1.4677  -3.2669  -3.9511  0.4258
H  -2.4615  -3.1737  -6.1253  0.3172
H  -3.5010  -1.9303  -5.4365  0.3651
H  -1.7851  -0.1660  -6.2776  0.1524
H  -2.3948  -1.2864  -7.5679  0.3621
H  0.3513  -1.0912  -7.2073  0.4103
H  -0.4004  -2.7115  -7.3554  0.3334
O  2.7161  -3.7281  1.6637  -0.4474
S  2.2264  -4.0360  2.9713  0.9468
O  3.0263  -3.6219  4.0943  -0.6713
C  0.5415  -3.4187  3.2294  0.4727
C  -0.2417  -4.6565  3.6734  -0.3227
C  0.6914  -5.7567  4.1642  -0.9895
C  1.7730  -5.7718  3.1348  -0.7602
H  0.2715  -3.1426  2.2095  -0.6996
H  0.4937  -2.5569  3.8867  0.4194
H  -0.9849  -4.4605  4.4489  0.5256
H  -0.8027  -4.9744  2.7969  -0.1233
H  0.1261  -6.6747  4.3121  0.4675
H  1.1450  -5.5300  5.1328  0.3060
H  1.5396  -6.2063  2.1577  0.2703
H  2.7800  -6.1842  3.2780  0.5776
O  2.6952  -6.5514  -0.2971  -0.5123
S  3.1730  -6.4756  -1.6546  1.0484
O  3.0830  -7.5984  -2.5331  -0.7086
C  2.5787  -4.9847  -2.4437  -0.9518
C  3.3375  -3.8777  -1.7372  1.0033
C  4.7911  -4.3494  -1.4632  -0.4936
C  4.8663  -5.8734  -1.5836  -0.9255
H  1.5074  -4.9280  -2.2606  0.3911
H  2.8075  -5.0756  -3.5038  0.3580
H  3.3289  -2.9843  -2.3580  -0.1995
H  2.8343  -3.6904  -0.7888  -0.3164
H  5.1273  -4.0539  -0.4719  0.3632
H  5.4329  -3.8765  -2.2058  0.1316
H  5.4772  -6.4137  -0.8703  0.4692
H  5.1846  -6.1407  -2.5964  0.3664
O  -6.4763  1.1833  6.2459  -0.6527
S  -5.3857  0.6349  7.0134  1.1469
O  -5.6648  -0.1483  8.1783  -0.6624
C  -4.3234  -0.3040  5.8929  -0.6356
C  -3.0433  0.5039  5.6677  0.0201
C  -3.3254  1.9314  6.1148  -0.0072
C  -4.1685  1.9142  7.3739  -0.9104
H  -4.9381  -0.6765  5.0823  0.2785
H  -4.1372  -1.1857  6.5123  0.3465
H  -2.3498  0.0808  6.3985  0.3684
H  -2.6691  0.4214  4.6536  -0.3237
H  -3.9263  2.4301  5.3433  0.2488
H  -2.4269  2.5394  6.2233  -0.0014
H  -4.6865  2.8256  7.6547  0.4481
H  -3.6354  1.5242  8.2446  0.3687
O  5.9122  0.1722  -5.4175  -0.6953
S  5.7704  0.4541  -4.0127  1.1902
O  6.9143  0.4013  -3.1398  -0.6765
C  4.9098  2.0027  -3.7245  -0.9127
C  4.2110  1.7671  -2.3778  -0.4184
C  3.7583  0.2914  -2.3079  0.5902
C  4.5095  -0.6273  -3.2661  -0.5115
H  4.1847  2.0400  -4.5357  0.3554
H  5.7154  2.7292  -3.7934  0.4656
H  4.8134  2.1114  -1.5404  0.2014
H  3.3459  2.4319  -2.4324  0.3951
H  2.6986  0.3573  -2.5481  -0.6698
H  3.8223  -0.1934  -1.3333  0.3541
H  3.8883  -1.0243  -4.0642  0.3769
H  5.2352  -1.3564  -2.9054  0.0132
C  -3.0020  -6.6603  1.3198  -1.3029
C  -3.5412  -5.4604  2.0833  0.2186
N  -4.6221  -4.8232  1.3453  0.2754
C  -5.7268  -4.3958  2.1920  -0.1974
C  -6.4410  -5.5452  2.8874  -1.3595
C  -4.1170  -3.7356  0.5081  -0.8678
C  -3.4877  -2.5256  1.1929  -0.5904
H  -2.9680  -6.5015  0.2425  0.2842
H  -3.6077  -7.5444  1.5238  0.3381
H  -1.9843  -6.9297  1.6257  0.3402
H  -3.8829  -5.8153  3.0589  0.3017
H  -2.7033  -4.8147  2.3710  -0.5290
H  -5.4916  -3.6154  2.9214  0.1478
H  -6.4512  -3.9899  1.4759  0.4146
H  -6.6414  -6.3390  2.1724  0.3206
H  -5.9554  -5.8301  3.8186  0.3561
H  -7.4136  -5.1496  3.1970  0.4422
H  -4.9283  -3.3817  -0.1386  0.4084
H  -3.4296  -4.1700  -0.2277  0.2222
H  -2.5430  -2.7130  1.7056  -0.1027
H  -4.1783  -1.9995  1.8577  0.4096
H  -3.2898  -1.7533  0.4389  0.4263
C  -0.1622  2.3365  -1.6130  -1.7013
C  0.4983  1.0912  -1.0120  0.8991
N  -0.2209  0.5454  0.1250  0.4408
C  -0.1700  1.4765  1.2439  0.0813
C  -1.0080  1.1917  2.4766  -1.3887
C  0.2921  -0.7889  0.4220  0.3031
C  -0.1264  -1.8171  -0.6399  -0.7282
H  -0.1700  3.1875  -0.9415  0.1371
H  -1.1781  2.0888  -1.9400  0.3539
H  0.3637  2.5735  -2.5421  0.4185
H  0.5263  0.3063  -1.7605  -0.2706
H  1.4962  1.4671  -0.7179  0.1120
H  0.8715  1.5150  1.6242  0.2296
H  -0.4262  2.4609  0.8619  -0.0944
H  -0.7510  1.9564  3.2022  0.4745
H  -2.0717  1.0725  2.2288  0.4348
H  -0.8350  0.1884  2.8793  0.1362
H  -0.3006  -1.1803  1.2528  -0.1942
H  1.3656  -0.8378  0.6558  -0.0541
H  0.3267  -1.7122  -1.6278  0.2549
H  -1.2161  -1.8273  -0.6800  -0.2653
H  0.1712  -2.8247  -0.3237  0.3999

Atoms 1-3, force components in eV/Å:
O -0.11 -0.23 -0.26
S 0.63 -0.92 1.16
O -0.07 0.43 -0.29



2.
The following is a quantum chemistry calculation of a cluster of 6 separate species, C45H100N5O4S in total at a distorted geometry, from the Open Molecules 2025 dataset.

Results
orbital gap: 9.011 eV
net charge: +3
ΔE to the lowest compared entry with this formula, charge and spin: 0.00 kJ/mol
electronic energy: -2746.7164 Ha

Last column: Mulliken charge in e.
Element x y z (Å)
S  -0.1146  -0.4042  -0.1497  0.3622
O  -0.0773  0.2268  -1.4865  -0.6999
O  -1.3403  0.0752  0.5535  -0.6949
O  -0.2949  -1.8818  -0.2109  -0.5156
O  1.0969  -0.0258  0.5786  -0.8393
C  -4.0724  -1.9691  0.0651  -1.4058
C  -4.1292  -1.8912  -1.4561  -0.7397
C  -3.6019  -0.5682  -1.9923  0.3456
N  -3.1914  -0.5630  -3.4422  0.5337
C  -2.6946  0.8211  -3.7969  0.1757
C  -1.9612  0.9068  -5.1248  -0.8588
C  -0.9733  -0.2319  -5.3631  -0.1154
C  -1.5152  -1.6097  -5.0472  -0.8971
C  -2.1451  -1.6320  -3.6317  -0.1617
C  -4.3740  -0.8366  -4.3415  -1.0640
H  -4.6614  -1.1422  0.4647  0.4022
H  -3.0423  -1.8864  0.4273  0.1564
H  -4.3932  -2.9356  0.4509  0.5704
H  -5.1861  -1.9849  -1.7313  0.3951
H  -3.6980  -2.7886  -1.9010  0.3262
H  -2.6700  -0.3047  -1.4917  -0.7880
H  -4.3278  0.2076  -1.7475  0.7956
H  -2.0400  1.1112  -2.9696  -0.3156
H  -3.5905  1.4367  -3.7236  0.5743
H  -1.4418  1.8661  -5.0990  0.1520
H  -2.7194  1.0272  -5.9016  0.4436
H  -0.0558  -0.0233  -4.8011  -0.3389
H  -0.5952  -0.1180  -6.3822  0.5790
H  -0.6732  -2.2978  -4.9750  0.4193
H  -2.2675  -1.9764  -5.7421  0.4894
H  -1.3687  -1.5055  -2.8769  -0.0354
H  -2.6503  -2.5848  -3.5099  0.3028
H  -5.1428  -0.1194  -4.0749  0.3568
H  -4.7050  -1.8650  -4.2141  0.3476
H  -4.0507  -0.7504  -5.3745  0.5251
C  2.8643  -0.1451  4.3618  -1.6216
C  1.5552  -0.8570  3.9697  0.7946
C  1.7405  -2.3770  4.0208  -0.8756
N  0.9952  -3.1920  2.9981  0.6108
C  1.0117  -4.6601  3.3944  -0.5275
C  0.0717  -5.0240  4.5358  -0.7965
C  -1.3516  -4.4823  4.2644  -0.9290
C  -1.2534  -2.9800  4.0234  -0.2805
C  -0.4395  -2.6996  2.7857  0.1897
C  1.6550  -3.1045  1.6444  -1.6072
H  2.6046  0.9127  4.3697  0.3161
H  3.6447  -0.3421  3.6294  0.2571
H  3.2020  -0.4581  5.3486  0.4485
H  1.4011  -0.6662  2.9041  -0.3138
H  0.7575  -0.5432  4.6358  0.3193
H  1.6513  -2.8774  4.9851  0.4493
H  2.7808  -2.6202  3.7732  0.4253
H  2.0557  -4.9450  3.5124  0.3890
H  0.6244  -5.2088  2.5326  0.3614
H  0.4937  -4.7145  5.4933  0.3387
H  0.0085  -6.1116  4.5854  0.4799
H  -2.0050  -4.7987  5.0746  0.4811
H  -1.7699  -4.9353  3.3610  0.3083
H  -0.7065  -2.5319  4.8611  0.2848
H  -2.2387  -2.5193  4.0095  0.0214
H  -0.3800  -1.6278  2.6141  -0.7004
H  -0.7889  -3.2054  1.8893  0.6642
H  2.6592  -3.5084  1.8055  0.6178
H  1.7775  -2.0802  1.3018  0.1875
H  1.0917  -3.7200  0.9548  0.6653
C  -4.7596  -0.8502  3.5658  -1.4348
C  -4.3970  0.6235  3.4792  -0.5089
C  -2.8929  0.8000  3.3846  0.3124
N  -2.3845  2.2160  3.1689  0.4709
C  -2.9643  3.2336  4.1188  -0.8067
C  -2.4863  2.9931  5.5454  -0.5336
C  -0.9780  3.0909  5.5678  -1.0624
C  -0.2877  2.2424  4.5087  -0.1507
C  -0.8530  2.2425  3.1024  0.2641
C  -2.8666  2.6252  1.7803  -1.1880
H  -4.4613  -1.2550  4.5374  0.4679
H  -4.2610  -1.4740  2.8223  0.1093
H  -5.8365  -0.9743  3.4763  0.4521
H  -4.7123  1.0907  4.4140  0.2553
H  -4.9431  1.0412  2.6311  0.4008
H  -2.3651  0.2234  2.6210  -0.4677
H  -2.5166  0.4890  4.3630  0.4394
H  -4.0498  3.2255  4.0491  0.5277
H  -2.5769  4.1717  3.7167  0.5503
H  -2.7884  1.9798  5.8342  0.1918
H  -2.9453  3.6266  6.3020  0.5008
H  -0.6860  2.7352  6.5598  0.4491
H  -0.6553  4.1356  5.5595  0.3643
H  -0.2612  1.2139  4.8799  -0.1735
H  0.7564  2.5637  4.5170  0.5386
H  -0.6059  1.4167  2.4353  -0.1732
H  -0.6380  3.2368  2.7040  0.2623
H  -2.6518  1.7639  1.1486  0.1962
H  -2.3238  3.5306  1.5363  0.5941
H  -3.9421  2.7340  1.8874  0.4481
C  4.6748  2.8277  -1.7529  -1.3292
C  3.4710  3.7210  -1.9773  -0.5865
C  2.2173  3.0174  -1.4872  -0.0816
N  0.9262  3.7964  -1.7128  1.3359
C  1.1006  5.3020  -1.5900  -0.7837
C  -0.1297  6.1117  -1.9749  -0.9371
C  -0.6187  5.7128  -3.3869  -1.1560
C  -0.7930  4.2105  -3.4658  -0.4796
C  0.4185  3.3609  -3.0724  -0.3392
C  -0.1154  3.4227  -0.7225  -1.7314
H  4.6629  1.9246  -2.3664  0.1085
H  4.8054  2.4976  -0.7195  0.3685
H  5.5798  3.3815  -2.0049  0.5190
H  3.4379  3.9298  -3.0477  0.3228
H  3.6567  4.6229  -1.3961  0.5033
H  2.2707  2.8483  -0.4067  0.4530
H  1.9803  2.0156  -1.8481  -0.2511
H  1.9247  5.5780  -2.2493  0.4975
H  1.4998  5.5580  -0.6084  0.5329
H  0.1619  7.1619  -1.9652  0.5002
H  -0.9846  6.0272  -1.3058  0.2834
H  0.1321  6.0578  -4.1064  0.3640
H  -1.5111  6.2318  -3.7320  0.4809
H  -1.0733  3.9676  -4.4955  0.5219
H  -1.6524  3.8524  -2.8881  0.1877
H  1.1677  3.6848  -3.8023  0.4966
H  0.2722  2.2930  -3.2031  0.0556
H  -1.0329  4.0015  -0.7420  0.7387
H  0.2256  3.6321  0.2950  0.7121
H  -0.3272  2.3585  -0.8214  -0.2789
C  5.6023  -0.6833  0.7792  -1.7741
C  4.4286  -0.7463  -0.1846  2.1832
C  4.7277  -1.8782  -1.1884  -1.3078
N  3.6566  -2.1220  -2.2194  0.6515
C  4.1891  -3.0933  -3.2501  -0.6547
C  3.1005  -3.5978  -4.2109  -0.7339
C  1.8674  -4.1217  -3.4643  -1.0660
C  1.3313  -3.0477  -2.5185  0.6244
C  2.4145  -2.6707  -1.5450  -0.3749
C  3.3910  -0.8015  -2.8824  -1.1613
H  6.5414  -0.3465  0.3429  0.4266
H  5.8081  -1.6518  1.2464  0.4247
H  5.3506  -0.0494  1.6316  0.4283
H  4.3098  0.2091  -0.6923  -0.7408
H  3.4910  -0.9460  0.3356  -0.3262
H  4.8981  -2.7457  -0.5483  0.4053
H  5.6898  -1.6801  -1.6626  0.4417
H  4.4429  -3.9896  -2.6806  0.4478
H  5.0480  -2.6548  -3.7491  0.4966
H  3.5334  -4.3654  -4.8542  0.4862
H  2.8342  -2.8236  -4.9372  0.3297
H  2.0735  -5.0314  -2.8992  0.3080
H  1.1829  -4.3678  -4.2779  0.4584
H  0.4262  -3.3138  -1.9721  0.6242
H  0.9684  -2.1545  -3.0405  -0.9021
H  2.7302  -3.5058  -0.9203  0.3828
H  2.1046  -1.8432  -0.9077  -0.3525
H  2.6568  -0.9380  -3.6744  0.4531
H  4.3339  -0.3636  -3.1826  0.3797
H  2.8081  -0.2348  -2.1541  0.3766

Atoms 1-3, force components in eV/Å:
S -2.28 -0.91 0.44
O 0.21 0.01 -1.05
O 0.10 0.91 0.43